Formula: C20H30MnN7O4S2
Source: OMol25
Level of theory: ωB97M-V with the def2-TZVPD basis set

Computed properties:
- molar mass (g mol⁻¹) = 551.58
- HOMO energy (alpha / beta) (eV) = -4.4935 / -4.3987
- frontier orbital gap (alpha / beta) (eV) = 6.47 / 6.38
- LUMO (alpha / beta) (Eh) = 0.073 / 0.073
- 2S+1 = 2
- charge = -1

Each line ends with the Mulliken charge.
Geometry (Å):
Mn 0.40854 0.64805 1.08640  0.532
N 0.55184 -0.24842 3.40006  -0.260
C 1.96261 -0.51434 3.67075  -0.430
C 2.85087 0.55176 2.99188  0.258
O 4.00083 0.73101 3.39629  -0.799
N 2.23411 1.18106 2.00400  0.144
C 2.93413 2.30423 1.42163  -0.642
C 2.23550 2.75596 0.11107  0.074
O 2.89737 3.32928 -0.75279  -0.737
O 1.00020 2.47787 0.01795  -0.436
H 0.28944 0.65556 3.81258  -0.063
H -0.04439 -0.95608 3.82146  0.168
H 2.22660 -1.49986 3.26836  0.226
H 2.20390 -0.50450 4.74510  0.351
H 3.99483 2.07208 1.24608  0.350
H 2.89600 3.16134 2.11115  0.492
S -1.23549 2.52559 3.81780  -0.507
C -1.77296 2.63964 2.25975  0.125
N -1.59355 1.74914 1.30285  0.105
C -2.31599 2.02533 0.18029  -0.301
C -2.40299 1.21667 -0.95263  -0.030
C -3.24433 1.58048 -1.98488  -1.142
C -3.97631 2.76121 -1.93178  -0.475
C -3.88703 3.59375 -0.82841  -0.469
C -3.08355 3.20951 0.22763  0.672
S -2.84813 3.99823 1.75895  -0.311
H -1.79573 0.32095 -0.99969  0.554
H -3.33507 0.93401 -2.84773  0.387
H -4.61832 3.03165 -2.75788  0.360
H -4.43604 4.52173 -0.78602  0.382
N -0.40603 -1.24488 0.67098  -0.390
C -1.31207 -1.95314 0.85847  0.393
N -2.29898 -2.79912 0.99839  0.119
C -3.56496 -2.64599 0.30555  -0.323
C -3.99470 -4.03497 -0.17653  -0.671
O -4.07171 -4.95637 0.88927  -0.368
C -2.84696 -5.06245 1.58086  -0.635
C -2.39106 -3.70599 2.12605  -0.557
H -3.45465 -1.95882 -0.53311  0.290
H -4.32198 -2.24562 0.99309  0.255
H -3.27554 -4.39189 -0.92888  0.351
H -4.99333 -4.00266 -0.61332  0.352
H -2.06745 -5.45716 0.91166  0.347
H -3.02620 -5.77021 2.39061  0.355
H -1.42401 -3.79275 2.62188  0.408
H -3.13372 -3.33262 2.84461  0.316
C 4.65488 0.98379 -2.51129  -1.849
C 3.26634 0.37184 -2.69702  1.896
C 2.36954 1.38836 -3.41776  -1.766
C 3.35077 -0.93534 -3.49961  -1.737
N 2.78727 0.00270 -1.34962  -0.601
N 1.37469 -0.01173 -1.16689  0.022
H 5.14408 1.14055 -3.47114  0.482
H 5.27263 0.32719 -1.90196  0.387
H 4.55641 1.94448 -2.00782  0.350
H 2.85834 1.72785 -4.32815  0.502
H 2.21346 2.25295 -2.77471  0.338
H 1.40589 0.95733 -3.69001  0.328
H 3.76335 -0.76898 -4.49242  0.400
H 2.36291 -1.37962 -3.60328  0.372
H 3.98265 -1.63872 -2.96466  0.393
H 3.17068 0.64560 -0.66007  0.168
H 1.00192 -0.77954 -1.72536  0.229
H 0.95068 0.87302 -1.48801  0.264

=====

Formula: C20H30N2O5S
Source: OMol25
Level of theory: ωB97M-V with the def2-TZVPD basis set

Computed properties:
- molar mass (g mol⁻¹) = 410.54
- HOMO energy (eV) = -7.9928
- frontier orbital gap (eV) = 7.74
- LUMO (Eh) = -0.009
- 2S+1 = 1
- charge = 0
- ΔE to the lowest compared entry with this formula, charge and spin (kJ/mol) = 2247.2

Each line ends with the Mulliken charge.
Geometry (Å):
C -3.40629 -1.91147 5.15565  -1.305
C -2.16750 -1.03013 5.04288  -0.123
C -2.38577 0.06726 4.07870  -0.935
C -0.98758 0.85030 3.77892  -1.526
H -0.21968 0.31707 3.25912  0.352
H -0.56495 1.12219 4.68527  0.568
C -0.87387 1.94789 2.77169  1.701
C 0.02766 2.95220 2.97868  -3.030
N 1.28831 2.25849 2.62227  -0.572
S 2.36953 2.93842 1.50740  1.408
O 3.59279 2.55416 1.98040  -0.743
O 1.74608 4.11595 1.02730  -0.695
C 2.08759 1.94170 0.04290  -0.261
C 2.26268 0.34415 0.40685  -1.343
C 1.95786 -0.43613 -0.74138  0.534
C 1.67829 -0.10570 -1.90127  -0.377
C 1.48028 1.44288 -2.09000  0.326
C 1.68224 2.21648 -1.08110  0.498
H 1.29941 3.32793 -1.07179  0.353
C 0.87999 1.48465 -3.41648  -0.751
H 1.40104 2.30255 -4.08258  0.300
H -0.11776 1.81897 -3.42336  0.263
C 0.78062 0.08332 -4.02575  -1.720
N 1.33668 -0.88926 -2.99811  0.194
C 0.98866 -2.07620 -3.20038  0.848
O 1.58301 -2.78722 -2.18994  -0.759
C 0.99717 -2.48365 -4.60671  -0.687
H -0.30249 -2.42931 -4.63464  0.211
H 1.58253 -2.19790 -5.34847  0.614
C 1.11507 -4.11573 -4.57993  -1.168
H 0.72646 -4.59464 -3.60064  0.295
C -0.00937 -4.67336 -5.68331  0.472
O -0.90477 -4.20751 -6.01772  -0.310
O 0.45835 -5.92086 -5.96416  -0.469
H -0.20988 -6.36746 -6.54604  0.343
H 1.94571 -4.54430 -4.75934  0.607
H 1.37148 0.23044 -4.97755  0.253
H 0.00613 -0.23492 -4.33549  1.220
H 2.20216 -1.60626 -0.52606  0.094
H 2.66958 -0.11676 1.28822  0.404
H 2.07960 1.90804 3.56031  0.349
H 0.20296 3.54798 2.40974  1.735
H 0.21213 3.21398 3.99126  0.486
C -1.11053 1.62623 1.27765  -1.022
C -1.59382 2.67759 0.32933  -1.636
H -2.37014 3.41864 0.83004  0.269
H -0.56978 3.52886 0.43044  0.050
H -1.55141 2.51676 -0.52575  0.949
H -0.44751 1.08096 1.07700  0.950
H -2.04305 0.71882 1.22347  0.135
H -2.04096 2.59348 3.13447  0.234
H -3.14379 0.72019 4.28311  0.626
H -2.74277 -0.26940 3.10135  0.264
H -1.25259 -1.76471 4.64542  0.223
H -1.73329 -0.67459 6.00763  0.279
H -4.16572 -1.38388 5.58902  0.372
H -3.78660 -2.26347 4.05578  0.236
H -3.31019 -2.78374 5.75565  0.416

=====

Formula: C20H30N2O8PtSSeSi
Source: OMol25
Level of theory: ωB97M-V with the def2-TZVPD basis set

Computed properties:
- molar mass (g mol⁻¹) = 760.66
- HOMO energy (alpha / beta) (eV) = -1.7826 / -2.2001
- frontier orbital gap (alpha / beta) (eV) = 6.01 / 6.43
- LUMO (alpha / beta) (Eh) = 0.155 / 0.155
- 2S+1 = 3
- charge = -2

Each line ends with the Mulliken charge.
Geometry (Å):
Pt -0.56738 -0.44460 -0.11794  0.984
O 5.46910 0.42545 0.75032  -0.570
C 4.11311 0.38570 0.58366  1.247
C 3.51969 0.71758 -0.62580  -0.404
C 2.14563 0.63707 -0.72561  -0.345
N 1.40934 0.26036 0.31761  -0.201
C 1.96962 -0.06894 1.48169  0.193
C 3.33484 -0.00757 1.65967  -0.625
C 1.03221 -0.58848 2.57582  0.200
O 1.47154 -0.54397 3.73242  -0.778
O -0.07119 -1.04165 2.15216  -0.562
C 1.42312 0.92499 -2.04937  0.436
O 2.12925 1.39762 -2.94959  -0.793
O 0.19365 0.61724 -2.07736  -0.605
H 5.85394 0.69936 -0.08753  0.279
H 4.08033 1.03798 -1.49737  0.420
H 3.76460 -0.25922 2.61945  0.516
C -2.35061 -5.15731 -3.31154  -1.338
C -3.73320 -4.77488 -2.78186  1.677
C -4.27730 -3.55523 -3.52064  -1.531
C -4.68921 -5.95124 -2.93710  -1.682
O -3.69057 -4.49790 -1.38755  -0.271
Si -2.54693 -3.76829 -0.41916  0.373
S -1.69873 -2.13731 -1.36804  -0.906
O -3.36097 -3.57558 1.00550  0.139
C -4.22217 -2.53106 1.48971  1.781
C -3.38455 -1.44347 2.14474  -0.841
C -5.10904 -3.20369 2.52650  -2.034
C -5.07644 -1.95805 0.35866  -1.608
O -1.37618 -4.88887 -0.08547  -0.195
C -1.33683 -5.97731 0.83173  1.906
C -2.64924 -6.76204 0.81677  -1.268
C -0.19393 -6.86713 0.35993  -1.821
C -1.04101 -5.44514 2.23216  -1.527
H -2.42597 -5.49707 -4.35031  0.515
H -1.92727 -5.96203 -2.70257  0.155
H -1.66948 -4.30145 -3.26604  0.249
H -4.33888 -3.75519 -4.59713  0.446
H -3.62472 -2.69534 -3.35219  0.248
H -5.27727 -3.31243 -3.14673  0.305
H -4.84656 -6.18570 -3.99482  0.405
H -5.65123 -5.70498 -2.48013  0.315
H -4.28427 -6.83439 -2.43401  0.328
H -2.79392 -1.85439 2.96727  0.355
H -4.02376 -0.64141 2.52918  0.502
H -2.69171 -1.01787 1.42507  -0.437
H -4.48896 -3.67521 3.29359  0.338
H -5.72884 -3.97251 2.05392  0.400
H -5.76058 -2.46569 3.00501  0.432
H -4.45192 -1.39845 -0.34611  0.266
H -5.83431 -1.28253 0.76682  0.536
H -5.56957 -2.76969 -0.18487  0.243
H -2.88374 -7.08191 -0.20358  0.128
H -3.47278 -6.13696 1.17438  0.088
H -2.56613 -7.64590 1.45624  0.531
H -0.40703 -7.25098 -0.64222  0.380
H -0.05118 -7.71091 1.04245  0.397
H 0.72868 -6.28285 0.31468  0.366
H -1.84654 -4.78378 2.55741  0.089
H -0.11300 -4.86598 2.21906  0.353
H -0.93916 -6.27141 2.94345  0.470
Se -1.82366 1.62239 0.69491  -0.236
C -0.70037 3.03269 0.38444  0.295
N -0.02998 3.96382 0.22084  -0.712

=====

Formula: C20H30N4O3
Source: OMol25
Level of theory: ωB97M-V with the def2-TZVPD basis set

Computed properties:
- molar mass (g mol⁻¹) = 374.48
- HOMO energy (eV) = -8.9390
- frontier orbital gap (eV) = 8.94
- LUMO (Eh) = 0.000
- 2S+1 = 1
- charge = 0
- ΔE to the lowest compared entry with this formula, charge and spin (kJ/mol) = 8.5

Each line ends with the Mulliken charge.
Geometry (Å):
C 2.01813 3.16184 5.31076  -1.314
C 3.32900 2.62864 4.74604  -0.414
C 3.30522 2.56958 3.22086  -0.386
C 4.61288 2.02243 2.65382  -0.646
C 4.66102 2.08229 1.12739  -1.321
N 3.59730 1.29012 0.51982  0.104
C 2.49792 1.97106 0.03681  0.504
O 2.39254 3.17547 0.05971  -0.652
N 1.50065 1.18624 -0.49010  -0.051
C 1.54340 -0.18335 -0.58735  -0.075
C 0.48892 -0.90553 -1.14018  -0.801
C 0.57127 -2.28603 -1.23013  1.142
C -0.52449 -3.10169 -1.84931  0.132
O -0.29278 -4.07521 -2.53873  -0.653
N -1.77075 -2.68422 -1.54546  -0.198
C -2.96111 -3.24717 -2.13303  -0.890
C -3.65173 -2.20726 -3.02935  -1.018
N -3.92501 -0.99067 -2.27441  0.574
C -5.34320 -0.74973 -2.06762  -0.577
C -5.95013 -1.74597 -1.08653  -1.316
C -3.21288 0.18465 -2.75082  -0.728
C -2.94626 1.18191 -1.62390  -1.301
C 1.71709 -2.94886 -0.78448  -0.764
C 2.75541 -2.23886 -0.22525  -0.919
C 2.67825 -0.85030 -0.11639  0.627
C 3.78153 -0.08668 0.47757  0.670
O 4.79607 -0.59063 0.90772  -0.669
H 2.05776 3.20613 6.39665  0.403
H 1.18878 2.51874 5.02364  0.321
H 1.82048 4.16233 4.93238  0.320
H 3.51701 1.62831 5.14304  0.341
H 4.15063 3.27200 5.06839  0.335
H 2.47303 1.93585 2.90289  0.234
H 3.12700 3.56939 2.81922  0.317
H 4.75467 0.98854 2.97374  0.331
H 5.45007 2.60961 3.03554  0.401
H 4.53357 3.10865 0.78039  0.506
H 5.61277 1.67952 0.77343  0.391
H 0.69745 1.68651 -0.84669  0.117
H -0.36816 -0.37026 -1.52153  0.428
H -1.91712 -1.84896 -1.00159  0.225
H -3.63759 -3.56176 -1.33408  0.365
H -2.65751 -4.11635 -2.71940  0.436
H -4.57582 -2.63919 -3.42668  0.392
H -2.99654 -1.99583 -3.88046  0.478
H -5.45635 0.25327 -1.65387  0.364
H -5.90008 -0.78259 -3.02108  0.368
H -6.97908 -1.46820 -0.87192  0.447
H -5.94677 -2.75395 -1.49240  0.272
H -5.38612 -1.74146 -0.15762  0.309
H -2.25240 -0.14525 -3.15572  0.444
H -3.75807 0.69272 -3.56449  0.337
H -2.28202 1.96725 -1.97769  0.362
H -2.48720 0.68120 -0.77406  0.279
H -3.86434 1.64995 -1.28027  0.446
H 1.76609 -4.02083 -0.89191  0.478
H 3.64760 -2.72738 0.13469  0.499